Below is a molecular structure, C16H15I2IrN4O, with properties calculated with ωB97M-V/def2-TZVPD.

```
! wB97M-V def2-TZVPD RIJCOSX def2/J DEFGRID3
* xyz 2 1
Ir -0.11 -0.89 -0.49
I -5.25 2.56 3.85
C -4.16 1.38 2.57
C -4.57 0.07 2.33
C -3.83 -0.74 1.48
I -4.41 -2.68 1.14
C -2.65 -0.22 0.89
O -1.94 -1.01 0.10
C -2.26 1.11 1.12
C -0.99 1.71 0.55
N -0.45 1.05 -0.67
C 0.77 1.74 -1.16
C 1.47 0.90 -2.20
C 2.38 1.40 -3.10
C 2.97 0.52 -3.99
C 2.63 -0.83 -3.96
C 1.72 -1.26 -3.02
N 1.15 -0.41 -2.15
C -3.02 1.90 1.95
H -5.46 -0.32 2.80
H -0.20 1.68 1.30
H -1.16 2.76 0.29
H -1.16 1.05 -1.42
H 1.43 1.86 -0.29
H 0.52 2.73 -1.52
H 2.62 2.45 -3.11
H 3.69 0.88 -4.72
H 3.06 -1.53 -4.66
H 1.40 -2.29 -2.96
H -2.73 2.93 2.14
N 3.00 -2.09 2.00
C 1.93 -2.58 2.72
C 0.83 -2.20 2.04
N 1.23 -1.49 0.91
C 2.55 -1.45 0.92
H 3.98 -2.21 2.25
H 2.05 -3.13 3.63
H -0.21 -2.37 2.27
H 3.18 -0.99 0.18
*
```

Total energy in eV: -43867.37609
Kohn-Sham gap (spin up / spin down) in eV: 5.0 / 6.0